Record 1
Entry from OMol25: a 3-piece molecular cluster, C4H12IO4 overall in a non-equilibrium geometry (ωB97M-V/def2-TZVPD).

charge = -1
HOMO-LUMO gap = 5.9 eV
LUMO energy = 0.094 Ha
M = 251.040 g mol⁻¹
ΔE to the lowest compared entry with this formula, charge and spin = 151.91 kJ/mol
multiplicity = 1

Element x y z (Å)
I 3.03692 10.57409 -5.91973
C 1.73135 8.49920 0.42351
C 1.47951 9.65323 1.35745
O 1.82354 9.34319 2.66952
O 3.11939 8.33887 0.01550
H 1.05877 8.50531 -0.43422
H 1.42206 7.62624 0.99830
H 0.41857 9.89579 1.41799
H 2.11403 10.48969 1.06449
H 2.56880 8.73832 2.65229
H 3.19780 8.81391 -0.81504
C 4.43337 2.77889 -5.52650
C 4.59474 3.45115 -6.93986
O 5.10426 4.77996 -6.98445
O 3.15751 3.19772 -4.95731
H 5.25301 3.17101 -4.92439
H 4.58273 1.70049 -5.57997
H 3.62708 3.38142 -7.43675
H 5.18752 2.86770 -7.64434
H 4.39160 5.31312 -6.62468
H 3.33455 3.35902 -4.02767

---

Record 2
Entry from OMol25: a 2-piece molecular cluster, C4H12N2 overall in a non-equilibrium geometry (ωB97M-V/def2-TZVPD).

HOMO-LUMO gap = 10.2 eV
LUMO energy = 0.038 Ha
M = 88.154 g mol⁻¹
ΔE to the lowest compared entry with this formula, charge and spin = 139.32 kJ/mol
multiplicity = 1

Element x y z (Å)
H 1.79617 -0.17383 1.05677
N 2.02687 0.78362 0.93470
C 1.17992 1.78230 1.22959
N 1.61043 3.08793 1.27038
H 0.19756 1.56992 1.78727
H 1.07427 3.73836 1.76096
H 2.20976 3.45658 0.58023
C -1.38565 -2.07583 -2.34744
C -1.59222 -2.30521 -0.85883
C -1.42610 -1.02318 0.02460
H -0.40367 -1.42704 -2.52666
H -1.14098 -3.06049 -2.83518
H -2.24953 -1.55986 -2.86846
H -2.66223 -2.76427 -0.75566
H -0.82183 -3.03585 -0.56217
H -1.75018 -1.21797 0.99152
H -1.94383 -0.17914 -0.38374
H -0.42222 -0.71575 0.03210

---

Record 3
Entry from OMol25: a 2-piece molecular cluster, C4H12N2 overall in a non-equilibrium geometry (ωB97M-V/def2-TZVPD).

HOMO-LUMO gap = 9.6 eV
LUMO energy = 0.034 Ha
M = 88.154 g mol⁻¹
ΔE to the lowest compared entry with this formula, charge and spin = 169.05 kJ/mol
multiplicity = 1

Element x y z (Å)
C -0.40919 -1.62538 3.26358
C 0.16328 -2.09652 2.15670
N 1.51783 -1.88113 1.81191
H 0.00521 -0.79107 3.80090
H -1.25894 -2.17748 3.64003
H -0.31492 -2.69260 1.39044
H 2.05536 -1.52254 2.58818
H 1.67237 -1.32832 0.97970
C 0.46351 0.96480 -2.77369
N -0.15356 2.07199 -2.07915
C -1.06443 1.68090 -1.02591
H 0.84943 0.22365 -2.07039
H -0.24864 0.34995 -3.35139
H 1.22209 1.33040 -3.45009
H -0.58102 2.71146 -2.73562
H -1.80369 0.90509 -1.27644
H -1.63260 2.54858 -0.70099
H -0.48208 1.32822 -0.16777

---

Record 4
Entry from OMol25: a 2-piece molecular cluster, C4H12N2 overall in a non-equilibrium geometry (ωB97M-V/def2-TZVPD).

HOMO-LUMO gap = 9.4 eV
LUMO energy = 0.036 Ha
M = 88.154 g mol⁻¹
ΔE to the lowest compared entry with this formula, charge and spin = 246.00 kJ/mol
multiplicity = 1

Element x y z (Å)
H -2.50673 0.60874 0.98379
N -1.58743 0.48341 1.41620
C -0.70423 1.30120 0.81968
C 0.54621 1.67173 1.55547
H -1.01860 1.97705 0.01248
H 0.35927 2.57363 2.14323
H 0.85333 0.86303 2.22157
H 1.34947 1.87475 0.84311
C -0.34842 -1.26424 -1.86012
C 0.37974 -0.52964 -0.75862
N 1.19660 -1.37673 0.06770
H -1.00219 -2.04613 -1.45685
H -0.95463 -0.57349 -2.45221
H 0.35403 -1.74993 -2.54610
H 0.94976 0.31047 -1.16409
H -0.57110 -0.18486 0.01222
H 0.69481 -2.13594 0.52309
H 2.01012 -1.80304 -0.36057

---

| no. | highest occupied orbital energy (eV) | electronic energy (eV) |
| --- | --- | --- |
| 1 | -3.378 | -20634.18185 |
| 2 | -9.172 | -7321.58486 |
| 3 | -8.667 | -7321.27675 |
| 4 | -8.466 | -7320.47914 |